(1)
Density functional theory data (ωB97M-V/def2-TZVPD) for a molecular structure, C5H7NO.

```
14
Properties=species:S:1:pos:R:3:forces:R:3
H 0.31289 1.65700 1.12297 -0.057 0.047 -0.224
C -0.04772 -0.37627 0.21609 -0.141 -0.144 0.046
H 0.52317 -0.91005 -1.99577 -0.012 -0.068 0.411
C -0.91368 0.46873 -0.69932 -0.414 0.209 -0.125
H -1.61986 1.15090 -0.22175 0.198 0.137 -0.051
H -1.37919 -0.05567 -1.54036 0.052 0.243 0.094
N 0.47272 1.02740 -1.01446 0.095 0.102 -0.116
C 0.89234 -0.41690 -1.08688 0.111 -0.481 0.003
H 1.82535 0.75918 0.70051 -0.219 0.182 -0.031
C 0.76002 0.89709 0.47662 0.114 0.297 0.324
H -0.15134 -1.23937 2.30253 0.053 -0.137 -0.205
H 1.97935 -0.54140 -0.97912 -0.380 -0.141 0.202
O -1.92101 -1.32208 1.35246 0.606 0.002 -0.056
C -0.73303 -1.09855 1.36648 -0.005 -0.248 -0.273
```
Positions in Å, forces in eV/Å.

Results
Relative energy (zero: lowest compared OMol25 entry of this formula, charge and spin) = 89.91 kcal per mole
HOMO level = -9.153 eV
Molar mass = 97.117 g mol⁻¹
Spin multiplicity = 1
Orbital gap = 9.8 eV

Here are the natural (NBO) charges for atoms 1 to 5, given in e: 0.195 -0.193 0.200 -0.229 0.198

***

(2)
Density functional theory data (ωB97M-V/def2-TZVPD) for 2 unconnected molecules or ions with the total composition C2H6O3.

```
11
Properties=species:S:1:pos:R:3:forces:R:3
O -1.96887 2.08879 2.22071 -0.062 0.096 0.095
H 0.19077 -2.10805 -0.58270 -0.102 0.158 0.077
H 1.10858 0.56279 -0.97306 0.033 -0.354 -0.148
C -1.37389 1.53140 1.35092 0.112 0.248 -0.160
O 0.40355 -0.09219 -0.89977 -0.335 0.085 0.211
H 0.88379 -1.68829 -2.13348 0.318 -0.008 -0.058
H -0.07507 0.22146 0.84064 0.084 0.344 -0.560
C 0.88034 -1.42581 -1.07750 0.058 0.124 0.113
O -0.24709 0.84594 1.56362 -0.083 -0.300 0.752
H -1.65524 1.59932 0.28871 -0.125 -0.205 -0.049
H 1.85315 -1.53538 -0.59809 0.102 -0.189 -0.274
```
Positions in Å, forces in eV/Å.

Results
Relative energy (zero: lowest compared OMol25 entry of this formula, charge and spin) = 27.48 kcal per mole
Structure (SMILES) = O=CO.CO
HOMO level = -10.341 eV
Molar mass = 78.067 g mol⁻¹
Spin multiplicity = 1
Orbital gap = 10.8 eV

Here are the natural (NBO) charges for atoms 1 to 5, given in e: -0.560 0.187 0.485 0.640 -0.751

***

(3)
Density functional theory data (ωB97M-V/def2-TZVPD) for 11 unconnected molecules or ions with the total composition C16H55N17O11 in a non-equilibrium geometry.

```
99
Properties=species:S:1:pos:R:3:forces:R:3
H 1.33666 4.49743 2.09891 0.069 0.020 0.038
H -0.85371 4.80880 3.41136 -0.304 0.094 0.047
H -4.33664 -0.75649 -5.43994 0.005 0.055 0.007
H -3.55254 -2.56273 3.06446 0.002 -0.124 -0.186
H -1.18954 -1.44216 4.44168 0.178 0.110 0.388
N -3.49935 -0.49719 -4.95161 -0.177 -0.099 -0.436
O 2.52884 0.53325 -4.26078 -0.050 0.501 0.419
C 1.32990 3.04131 0.46307 -0.286 0.697 -0.470
N -3.98440 2.64514 -1.62845 -0.045 -0.211 -0.226
H 1.19672 2.78719 2.56733 -0.484 -0.027 0.360
H 1.12454 -0.93799 -0.44483 0.040 0.123 0.216
N 4.11819 0.88157 2.06367 -0.047 0.096 -0.577
O 2.12765 -3.50349 -3.84409 -0.177 -0.343 0.563
H 0.39691 1.11927 -2.01857 -0.399 0.215 -0.213
H -0.30650 1.76251 -0.05053 0.229 0.678 0.186
H 3.87852 -0.03414 1.68468 -0.014 0.376 0.338
H -1.52031 -0.31108 -3.50787 0.258 -0.078 0.310
C 1.42330 -2.45092 -4.45646 -0.532 1.810 -0.737
H -2.51178 -5.12303 -2.04785 0.302 0.073 0.284
N -0.39799 0.70613 5.39633 0.106 0.257 -0.162
H 0.15267 -2.35766 -0.65993 -0.048 -0.305 0.415
H -4.26409 1.78495 -2.08272 0.036 -0.161 0.270
H -4.30906 3.48426 -2.07238 0.113 0.111 0.022
N -3.19710 -4.56610 -1.57230 -0.523 -0.274 -0.702
H 1.31150 3.60997 -1.59376 -0.222 0.203 -0.146
H 6.24918 -1.69835 0.21400 0.111 0.349 -0.157
O 3.79620 -1.53941 0.62600 -0.125 -0.866 -0.156
H 2.70907 -2.59564 -1.49462 -0.117 0.301 0.063
H 0.21674 -2.38648 4.77425 0.289 0.119 0.211
N -1.74814 -3.89823 0.08562 0.807 -0.567 0.485
H -0.61179 -0.84716 -0.20724 -0.064 -0.024 -0.016
N -2.36041 -0.19074 -2.97752 -0.565 -0.087 -0.592
H 0.14558 0.95885 -3.79463 -0.214 0.140 0.094
H -1.35062 0.66804 5.06243 -0.090 -0.046 0.153
C 3.73546 1.40125 3.27088 0.954 0.128 0.479
H -1.06370 3.07485 3.60761 0.011 -0.156 0.061
C 1.14497 4.10474 -0.63648 0.452 -0.260 0.349
O 0.49830 -0.45344 2.16357 -0.411 -0.476 -0.275
N 0.70785 1.76454 0.10000 0.187 -0.627 0.378
N -3.33077 -1.85578 2.38317 0.456 0.232 1.097
C -2.95937 -3.75225 -0.51806 -0.161 0.401 0.431
H -2.34357 -0.06074 -1.97871 0.067 0.101 0.026
H -0.37194 -0.38746 2.56942 0.141 0.518 0.250
C -2.86248 2.64871 -0.85179 -0.375 0.230 0.004
H -3.49058 -2.04640 1.39810 -0.297 0.056 -0.076
N -0.24704 -1.49994 4.82012 -0.783 -0.485 -0.650
O -0.52993 3.70110 1.71749 -0.390 -0.187 -0.007
H -0.35688 -2.33369 1.84988 -0.114 0.265 0.189
H 2.34146 -0.08946 3.49575 -0.178 0.041 0.037
N 2.73466 0.74533 3.89019 -0.184 0.126 -0.182
C -3.57246 -0.35961 -3.60354 0.311 0.091 1.123
H -4.03554 -4.39441 -2.10159 -0.028 0.177 0.171
O -2.94620 -0.47287 4.16687 0.049 0.025 -0.554
H -2.86500 4.70223 -0.78403 0.002 0.063 -0.029
N 0.71379 1.00928 -2.97439 0.497 -0.076 0.304
C 0.26736 -1.47501 -0.03226 0.104 0.661 -0.438
N 3.63130 -2.20263 -1.55826 0.074 -0.107 0.221
N 2.79024 0.95737 -2.03173 0.340 0.280 0.295
N 5.68982 -1.86424 -0.60228 -0.577 -0.182 0.078
O -3.77815 -2.92184 -0.12685 0.139 -0.339 -0.360
H 2.35988 1.22347 -1.15458 -0.192 0.012 -0.036
C -3.13872 -0.62123 2.94777 -0.369 -0.484 -0.552
H 1.92940 4.85432 -0.51248 -0.044 0.058 -0.041
C 2.05783 0.84821 -3.16296 0.100 -0.717 -0.689
H -0.51239 -1.86957 -5.20166 -0.042 0.119 0.163
O -4.62822 -0.35738 -2.98129 0.102 0.197 -0.295
H -1.16869 -4.71151 -0.04292 -0.250 -0.134 -0.455
C -1.23173 3.90581 2.91828 0.640 -0.046 0.468
H -2.62571 -0.51173 -5.44021 0.022 -0.064 -0.068
H 4.88083 1.37175 1.63209 0.068 -0.055 0.079
C 0.43934 -1.69201 1.46101 0.617 -0.751 -0.505
H 1.94074 -2.09321 -5.35330 -0.170 -0.456 -0.233
C 0.87427 3.53907 1.84245 0.362 -0.114 -0.911
H 2.44879 1.02945 4.80867 0.159 -0.177 0.108
H -3.00748 1.31161 2.48867 0.079 0.087 -0.284
C 4.32377 -1.87359 -0.42838 0.028 0.585 -0.211
H 2.41220 2.88582 0.46735 -0.013 -0.251 0.470
H 0.19524 4.62966 -0.60731 -0.137 -0.186 -0.140
H -2.30009 3.97258 2.71939 0.046 0.179 -0.187
H 1.36913 -2.23607 1.65233 0.063 0.157 -0.029
O -2.36469 1.61043 -0.40917 0.101 -0.223 -0.243
H -0.19227 -3.58940 -5.36114 -0.110 -0.008 0.067
N -3.16865 0.40994 2.07511 0.186 0.293 0.667
H -0.53603 -2.93897 -3.74419 -0.234 0.122 -0.080
H 1.41995 -1.51476 -3.88656 0.450 -0.452 0.635
H -1.61608 -3.54040 1.01670 -0.457 0.437 -0.105
H 3.78859 0.98583 -2.11271 0.008 -0.118 -0.124
O 4.31921 2.37077 3.76545 -0.555 -0.139 -0.377
H 6.03076 -1.70722 -1.53073 0.477 -0.088 0.085
N -2.35197 3.87173 -0.55670 -0.073 -0.097 -0.033
O 1.41197 -0.54539 6.02403 -0.275 0.305 -0.219
H 0.82187 1.12174 0.89454 0.076 0.096 -0.417
H -1.63666 3.92269 0.15804 0.042 -0.083 0.134
H -3.25693 0.33574 1.07475 0.068 0.009 -0.004
C 0.33554 -0.44661 5.44300 0.163 -0.529 0.781
H 2.90124 -3.72525 -4.36240 -0.034 0.004 -0.167
C -0.06079 -2.72628 -4.70275 0.791 -0.919 -0.186
H 4.12887 -2.42690 -2.39780 0.006 -0.221 -0.037
H -0.14212 1.39755 6.07886 -0.050 0.036 -0.040
```
Positions in Å, forces in eV/Å.

Results
Relative energy (zero: lowest compared OMol25 entry of this formula, charge and spin) = 0.00 kcal per mole
Structure (SMILES) = COC[C@H](C)N.NC(N)=O.NC(N)=O.NC(N)=O.NC(N)=O.NC(N)=O.NC(N)=O.NC(N)=O.NC(N)=O.CCO.CCO
HOMO level = -8.749 eV
Molar mass = 661.724 g mol⁻¹
Spin multiplicity = 1
Orbital gap = 8.9 eV

Here are the Löwdin charges for atoms 1 to 5, given in e: 0.135 0.094 0.106 0.110 0.060